Record 1
73
Properties=species:S:1:pos:R:3:mulliken_spin:R:1 method="wB97M-V/def2-TZVPD" e_tot_ha=-10014.509861 multiplicity=6 s_squared=8.85 e_homo_ev="-8.55 / -8.92" total_charge=0 lumo_ha="-0.0475 / -0.0874" e_above_lowest_kj_mol=140.13
Mn 0.14 0.52 -0.63 3.789
C -3.17 -1.46 1.71 0.000
C -1.69 -1.59 1.51 -0.013
C -0.82 -1.34 2.56 0.024
C 0.54 -1.59 2.46 -0.005
C 1.49 -1.27 3.59 0.007
C 1.03 -2.16 1.29 0.015
C 0.20 -2.39 0.20 -0.012
C 0.74 -3.06 -1.03 0.021
C -1.15 -2.05 0.30 0.038
H -3.51 -2.20 2.44 0.000
H -3.73 -1.63 0.79 0.000
H -3.45 -0.48 2.11 0.000
H -1.22 -0.95 3.49 0.000
H 1.79 -2.18 4.11 -0.001
H 1.02 -0.60 4.31 0.001
H 2.38 -0.79 3.19 0.000
H 2.09 -2.37 1.21 -0.002
H 0.86 -4.13 -0.86 -0.001
H 1.71 -2.65 -1.30 -0.005
H 0.06 -2.93 -1.88 -0.003
H -1.81 -2.29 -0.53 0.003
C -1.36 -1.02 -3.99 -0.006
As -0.25 0.25 -3.05 0.008
C 1.43 -0.05 -3.94 0.002
C -0.65 2.00 -3.81 -0.004
C -1.94 2.74 -3.43 0.009
C -1.90 4.06 -4.22 -0.001
C -2.00 3.12 -1.94 -0.002
As -2.01 1.77 -0.52 0.022
C -2.72 2.87 0.89 -0.006
C -3.63 0.75 -0.84 0.013
C -3.15 1.89 -3.89 -0.002
As -5.05 2.46 -3.90 0.000
C -5.04 3.51 -5.55 0.000
C -5.23 3.97 -2.66 0.000
H -1.49 -0.65 -5.01 -0.001
H -2.33 -1.17 -3.53 -0.001
H -0.82 -1.97 -4.02 -0.002
H 1.23 -0.07 -5.01 -0.003
H 1.85 -1.00 -3.61 -0.004
H 2.12 0.74 -3.67 0.006
H -0.62 1.86 -4.89 0.000
H 0.22 2.58 -3.51 -0.004
H -1.00 4.62 -3.97 -0.001
H -2.76 4.69 -4.00 0.000
H -1.89 3.86 -5.29 0.000
H -2.90 3.70 -1.76 0.002
H -1.14 3.74 -1.68 -0.005
H -3.74 3.12 0.60 -0.001
H -2.11 3.76 1.01 -0.001
H -2.73 2.32 1.83 -0.001
H -4.34 1.36 -1.39 -0.002
H -4.06 0.50 0.12 0.000
H -3.45 -0.18 -1.39 -0.004
H -3.15 0.95 -3.34 -0.002
H -2.98 1.62 -4.94 0.001
H -4.66 2.89 -6.36 0.000
H -4.42 4.40 -5.46 0.000
H -6.06 3.80 -5.79 0.000
H -5.14 3.63 -1.63 0.000
H -6.24 4.35 -2.80 0.000
H -4.52 4.77 -2.84 0.000
O 0.08 3.46 1.34 0.012
S 0.87 2.40 1.94 0.065
N 1.01 1.08 1.03 0.446
F 2.40 2.95 1.82 0.037
Te 2.82 1.11 -0.30 0.267
F 4.35 0.13 -0.87 0.040
F 3.43 0.18 1.29 0.063
F 3.37 1.98 -1.93 0.109
F 1.00 2.28 -1.31 0.089
O 1.78 -0.24 -1.09 0.011

---

Record 2
23
Properties=species:S:1:pos:R:3:nbo_charge:R:1 method="wB97M-V/def2-TZVPD" e_tot_ha=-366.981442 multiplicity=1 e_homo_ev=-15.13 total_charge=+1 lumo_ha=-0.0968 e_above_lowest_kj_mol=126.16
C 0.43 -0.71 1.64 -0.655
C -0.10 0.67 1.29 -0.208
N -0.85 0.72 -0.07 -0.530
C -2.18 -0.09 -0.11 -0.206
C -2.64 0.20 -1.56 -0.656
H 0.91 -0.72 2.58 0.250
H 1.23 -0.95 0.89 0.237
H -0.33 -1.47 1.74 0.227
H -0.95 1.02 1.88 0.200
H 0.68 1.50 1.32 0.242
H -0.08 0.41 -0.65 0.468
H -1.07 1.72 -0.24 0.427
H -2.78 0.31 0.70 0.227
H -1.88 -1.17 0.10 0.237
H -2.23 -0.45 -2.42 0.254
H -3.69 -0.02 -1.70 0.251
H -2.56 1.26 -1.75 0.215
H 3.91 -1.63 0.57 0.499
H 3.92 -1.59 -0.98 0.495
O 3.38 -1.33 -0.25 -0.965
H 2.45 1.41 -1.35 0.483
H 2.56 0.21 -0.54 0.506
O 1.88 0.70 -1.09 -0.998

---

Record 3
6
Properties=species:S:1:pos:R:3:nbo_charge:R:1 method="wB97M-V/def2-TZVPD" e_tot_ha=-641.937309 multiplicity=1 e_homo_ev=-10.25 total_charge=0 lumo_ha=-0.0770 e_above_lowest_kj_mol=402.47
C -0.19 -0.69 0.04 -0.281
N 0.23 0.73 0.12 0.440
O 0.82 1.14 1.11 -0.337
O -0.12 1.51 -0.75 -0.340
S 0.58 -2.02 0.36 0.279
H -1.32 -0.67 -0.88 0.239

---

Record 4
77
Properties=species:S:1:pos:R:3:mulliken_charge:R:1 method="wB97M-V/def2-TZVPD" e_tot_ha=-2457.621628 multiplicity=1 e_homo_ev=-12.51 total_charge=+2 lumo_ha=-0.2578 e_above_lowest_kj_mol=4.59
Al -0.59 -0.18 0.78 -0.633
O 0.44 6.08 -1.41 -0.675
C 1.37 5.36 -1.05 0.347
O 2.58 5.49 -0.87 -0.679
C 0.89 3.90 -0.70 -0.374
C 1.81 2.95 -0.27 -1.011
C 1.35 1.70 0.08 1.053
N 0.04 1.40 0.01 0.476
C -0.86 2.31 -0.42 1.017
C -0.47 3.58 -0.78 -1.060
C -2.24 1.77 -0.42 0.439
C -3.34 2.45 -0.89 -0.824
C -4.57 1.82 -0.87 -0.528
C -4.67 0.52 -0.38 -0.926
C -3.53 -0.10 0.08 0.053
N -2.33 0.51 0.08 0.235
C 2.15 0.56 0.60 0.099
C 3.53 0.57 0.70 -0.716
C 4.16 -0.56 1.21 -1.077
C 3.40 -1.65 1.59 -0.686
C 2.03 -1.59 1.46 0.141
N 1.41 -0.50 0.98 0.170
H 2.85 3.26 -0.22 0.740
H -1.13 4.36 -1.13 0.715
H -3.23 3.45 -1.28 0.507
H -5.45 2.33 -1.24 0.486
H -5.62 -0.01 -0.37 0.463
H -3.56 -1.11 0.45 0.495
H 4.10 1.43 0.38 0.550
H 5.24 -0.58 1.29 0.508
H 3.87 -2.55 1.98 0.544
H 1.41 -2.43 1.75 0.488
C 0.04 0.53 6.08 -0.939
N -0.59 0.25 4.78 0.901
C -0.03 0.32 3.59 -0.428
N -0.92 -0.06 2.67 0.209
C -2.05 -0.35 3.41 -0.401
N -1.86 -0.18 4.69 -1.041
C 1.34 -0.23 6.27 0.590
C 2.26 0.25 7.19 -0.989
C 3.45 -0.42 7.40 -0.732
C 3.75 -1.57 6.69 -0.835
C 2.83 -2.06 5.77 -0.148
C 1.62 -1.40 5.57 0.107
C 3.15 -3.25 4.98 0.570
N 4.26 -3.89 4.93 -0.454
N 4.09 -4.90 3.99 -0.457
C 2.89 -4.79 3.55 0.572
O 2.21 -3.75 4.13 -0.153
C 2.23 -5.56 2.49 -0.355
C 2.94 -6.54 1.80 -0.939
C 2.32 -7.23 0.77 -0.823
C 1.01 -6.94 0.41 -0.820
C 0.30 -5.97 1.10 0.603
C -1.10 -5.58 0.69 -1.085
N -1.09 -4.18 0.24 0.768
C -1.24 -3.09 0.97 -0.289
N -0.90 -2.02 0.24 0.539
C -0.54 -2.56 -0.97 -0.408
N -0.64 -3.86 -0.99 -0.878
C 0.91 -5.29 2.16 0.364
H -0.71 0.26 6.83 0.347
H 0.22 1.60 6.15 0.486
H 0.99 0.63 3.41 0.674
H -2.98 -0.67 2.99 0.556
H 2.05 1.16 7.74 0.496
H 4.16 -0.04 8.12 0.428
H 4.69 -2.09 6.83 0.570
H 0.90 -1.83 4.88 0.869
H 3.96 -6.74 2.07 0.581
H 2.87 -8.00 0.24 0.437
H 0.55 -7.47 -0.41 0.435
H -1.81 -5.64 1.52 0.303
H -1.47 -6.18 -0.14 0.454
H -1.57 -3.08 2.00 0.566
H -0.21 -1.98 -1.82 0.580
H 0.35 -4.56 2.74 0.834

---

Record 5
26
Properties=species:S:1:pos:R:3:nbo_charge:R:1 method="wB97M-V/def2-TZVPD" e_tot_ha=-556.835367 smiles="O=C1CCCN(c2ccccc2)C1" multiplicity=1 e_homo_ev=-7.65 total_charge=0 lumo_ha=0.0245 e_above_lowest_kj_mol=306.85
C -0.90 1.84 -1.98 0.602
C -0.21 0.92 -3.06 -0.490
C -0.51 -0.49 -2.71 -0.404
C -0.10 -0.88 -1.33 -0.212
C -0.86 1.31 -0.52 -0.361
C 0.31 -0.31 1.02 0.205
C 0.26 0.39 2.31 -0.298
C 0.85 -0.17 3.44 -0.176
C 1.00 -1.63 3.41 -0.263
C 1.00 -2.36 2.20 -0.189
C 0.66 -1.77 0.98 -0.306
H -0.45 1.07 -4.05 0.231
H 0.89 1.07 -2.84 0.222
H -0.07 -1.16 -3.55 0.222
H -1.57 -0.58 -2.78 0.197
H -0.72 -1.69 -0.98 0.203
H 0.93 -1.36 -1.53 0.193
H -1.92 0.92 -0.48 0.198
H -1.18 2.14 0.14 0.272
H -0.34 1.29 2.42 0.221
H 1.18 0.29 4.43 0.232
H 1.22 -2.20 4.29 0.209
H 1.28 -3.48 2.27 0.215
H 1.00 -2.20 0.06 0.220
N 0.00 0.14 -0.28 -0.415
O -1.17 2.98 -2.24 -0.529

---

Record 6
76
Properties=species:S:1:pos:R:3:mulliken_charge:R:1 method="wB97M-V/def2-TZVPD" e_tot_ha=-2818.145837 multiplicity=1 e_homo_ev=-4.42 total_charge=0 lumo_ha=0.0087 e_above_lowest_kj_mol=163.59
K 0.22 0.43 0.08 0.755
C -2.68 -2.49 -0.05 -1.005
C -2.62 -1.72 1.29 -0.255
N -2.42 -0.30 1.09 0.217
C -3.53 0.49 0.59 -1.038
C -3.10 1.41 -0.57 -0.782
N -2.26 0.67 -1.53 0.371
C -2.89 -0.40 -2.29 -0.908
C -2.06 -1.70 -2.32 -0.548
N -1.63 -2.10 -0.98 0.090
H -3.66 -2.31 -0.52 0.282
H -2.66 -3.56 0.16 0.541
H -1.77 -2.09 1.86 -0.251
H -3.52 -1.97 1.87 0.279
H -1.87 0.15 1.81 0.273
H -4.00 1.11 1.36 0.452
H -4.32 -0.19 0.25 0.371
H -2.48 2.22 -0.16 0.342
H -3.99 1.86 -1.02 0.391
H -1.74 1.30 -2.12 0.033
H -3.10 -0.11 -3.33 0.442
H -3.87 -0.62 -1.86 0.380
H -1.15 -1.52 -2.91 -0.098
H -2.64 -2.46 -2.85 0.385
H -0.89 -2.78 -1.03 0.294
N 0.32 4.26 2.43 -0.354
C 0.63 3.01 1.96 0.115
O -0.26 2.34 1.41 -0.395
C 2.08 2.56 2.16 -0.373
C 2.65 1.68 1.03 -1.048
H -0.63 4.57 2.39 0.242
H 1.01 4.80 2.92 0.219
H 2.07 1.98 3.10 0.199
H 2.66 3.47 2.39 0.351
H 3.61 1.25 1.38 0.286
H 2.90 2.32 0.16 0.060
O 0.78 0.98 -2.13 -0.216
S 0.49 1.02 -3.61 0.416
C 1.65 -0.16 -4.29 -1.284
C 3.08 0.26 -4.02 0.583
C 3.92 0.58 -5.08 -0.180
C 5.22 1.03 -4.84 -0.795
C 5.66 1.19 -3.53 -0.223
C 4.82 0.89 -2.47 -0.807
C 3.54 0.41 -2.71 -0.268
C 1.24 2.55 -4.26 -1.487
C 2.03 3.27 -3.20 -0.065
C 3.42 3.35 -3.27 -0.314
C 4.14 3.98 -2.26 -0.709
C 3.49 4.52 -1.17 -0.510
C 2.10 4.44 -1.08 -0.587
C 1.38 3.82 -2.09 0.035
H 1.42 -0.27 -5.36 0.486
H 1.37 -1.07 -3.77 0.391
H 3.57 0.46 -6.10 0.341
H 5.87 1.27 -5.67 0.373
H 6.67 1.56 -3.34 0.398
H 5.15 1.03 -1.45 0.435
H 2.87 0.22 -1.87 0.413
H 0.39 3.15 -4.60 0.639
H 1.86 2.28 -5.13 0.477
H 3.94 2.89 -4.11 0.988
H 5.23 4.03 -2.33 0.405
H 4.05 4.99 -0.37 0.334
H 1.58 4.83 -0.21 0.432
H 0.30 3.73 -2.00 0.240
C 1.07 -3.26 2.82 -0.894
S 1.12 -1.49 3.18 0.400
C 0.10 -1.51 4.63 -1.032
O 0.30 -0.81 2.10 -0.620
H 0.68 -3.83 3.67 0.376
H 2.07 -3.60 2.56 0.378
H 0.40 -3.34 1.96 0.114
H 0.31 -2.39 5.25 0.447
H -0.94 -1.52 4.27 0.259
H 0.30 -0.60 5.19 0.317

---

Record 7
65
Properties=species:S:1:pos:R:3:nbo_charge:R:1 method="wB97M-V/def2-TZVPD" e_tot_ha=-1461.590330 smiles="CCCCCCC(=O)Cc1cc(OC)c(OC)cc1C=C(C(=O)OCC)C(=O)OCC" multiplicity=1 e_homo_ev=-8.13 total_charge=0 lumo_ha=-0.0077 e_above_lowest_kj_mol=127.73
C 2.90 0.57 3.31 -0.609
C 2.02 -0.24 2.37 -0.384
C 0.67 -0.61 2.99 -0.401
C -0.23 0.61 3.20 -0.407
C -1.68 0.24 3.49 -0.395
C -2.39 -0.33 2.26 -0.527
C -2.31 -1.84 2.16 0.634
O -2.20 -2.57 3.11 -0.548
C -2.40 -2.39 0.74 -0.536
C -1.03 -2.26 0.12 0.034
C -0.07 -3.20 0.48 -0.243
C 1.25 -3.12 0.06 0.299
C 1.64 -2.04 -0.76 0.221
C 0.68 -1.10 -1.11 -0.190
C -0.65 -1.18 -0.69 -0.142
C -1.61 -0.21 -1.16 -0.047
C -1.40 1.09 -1.44 -0.276
C -2.47 1.94 -2.01 0.784
O -2.47 3.14 -1.98 -0.591
O -3.47 1.20 -2.53 -0.516
C -4.55 1.92 -3.11 -0.073
C -4.24 2.38 -4.52 -0.635
H -5.10 2.87 -4.95 0.217
H -3.41 3.08 -4.51 0.225
H -3.97 1.53 -5.14 0.210
H -5.39 1.22 -3.10 0.188
H -4.78 2.79 -2.48 0.199
C -0.17 1.85 -1.05 0.797
O 0.34 1.81 0.04 -0.603
O 0.25 2.62 -2.05 -0.494
C 1.26 3.59 -1.76 -0.072
C 2.65 2.98 -1.70 -0.637
H 2.87 2.43 -2.61 0.206
H 3.39 3.77 -1.58 0.220
H 2.73 2.30 -0.85 0.222
H 1.18 4.32 -2.56 0.195
H 1.02 4.06 -0.80 0.198
H -2.61 -0.59 -1.36 0.229
H 0.95 -0.29 -1.76 0.212
O 2.94 -1.99 -1.20 -0.508
C 3.36 -0.86 -1.91 -0.251
H 2.86 -0.77 -2.88 0.176
H 4.43 -1.00 -2.08 0.202
H 3.21 0.06 -1.33 0.183
O 2.03 -4.14 0.50 -0.486
C 3.43 -4.11 0.37 -0.240
H 3.74 -4.18 -0.67 0.187
H 3.86 -3.21 0.82 0.182
H 3.78 -4.99 0.91 0.191
H -0.34 -4.02 1.13 0.237
H -2.68 -3.44 0.79 0.239
H -3.15 -1.83 0.18 0.222
H -2.01 0.13 1.35 0.226
H -3.46 -0.11 2.32 0.240
H -1.73 -0.50 4.30 0.220
H -2.21 1.13 3.82 0.204
H -0.19 1.24 2.31 0.219
H 0.15 1.19 4.04 0.198
H 0.17 -1.30 2.31 0.201
H 0.82 -1.13 3.93 0.196
H 2.54 -1.16 2.10 0.187
H 1.84 0.33 1.46 0.208
H 3.05 0.04 4.25 0.198
H 2.46 1.54 3.52 0.203
H 3.88 0.74 2.86 0.202

---

Record 8
52
Properties=species:S:1:pos:R:3:nbo_charge:R:1 method="wB97M-V/def2-TZVPD" e_tot_ha=-1528.208033 smiles="CC1(C)Cc2nc(-c3ccccc3)nc(SCC(=O)N3CCCC3)c2CO1" multiplicity=1 e_homo_ev=-8.42 total_charge=0 lumo_ha=0.0192 e_above_lowest_kj_mol=36.58
C 5.73 0.58 0.95 -0.609
H 6.23 -0.38 1.03 0.210
H 6.39 1.30 0.47 0.216
H 5.51 0.95 1.95 0.218
C 4.44 0.44 0.15 0.271
C 4.75 0.08 -1.30 -0.650
H 5.41 -0.79 -1.32 0.220
H 5.25 0.91 -1.79 0.220
H 3.85 -0.17 -1.85 0.213
C 3.53 -0.62 0.79 -0.469
C 2.15 -0.55 0.21 0.287
N 1.38 -1.63 0.26 -0.478
C 0.16 -1.56 -0.24 0.399
N -0.36 -0.47 -0.80 -0.498
C 0.40 0.60 -0.87 0.127
C 1.70 0.64 -0.36 -0.180
C 2.59 1.84 -0.45 -0.086
O 3.80 1.72 0.25 -0.530
H 2.08 2.72 -0.02 0.208
H 2.77 2.07 -1.51 0.182
S -0.23 2.05 -1.64 0.259
C -1.89 1.52 -2.17 -0.617
H -2.33 2.42 -2.61 0.246
C -2.83 0.96 -1.11 0.697
O -3.45 -0.06 -1.35 -0.640
N -3.00 1.64 0.03 -0.436
C -2.50 2.97 0.36 -0.220
C -3.19 3.32 1.68 -0.408
H -2.56 3.02 2.52 0.205
C -4.46 2.47 1.66 -0.408
C -3.98 1.19 1.01 -0.216
H -3.49 0.53 1.73 0.193
H -4.76 0.62 0.50 0.235
H -5.22 2.95 1.04 0.202
H -4.87 2.31 2.65 0.219
H -3.39 4.38 1.76 0.218
H -2.78 3.68 -0.43 0.186
H -1.42 2.97 0.45 0.217
H -1.77 0.75 -2.93 0.264
C -0.67 -2.77 -0.18 -0.037
C -0.12 -3.94 0.34 -0.194
C -0.88 -5.09 0.40 -0.223
C -2.18 -5.09 -0.06 -0.200
C -2.73 -3.93 -0.58 -0.206
C -1.98 -2.77 -0.64 -0.203
H -2.41 -1.86 -1.04 0.264
H -3.75 -3.92 -0.93 0.212
H -2.78 -5.99 -0.01 0.209
H -0.45 -6.00 0.81 0.210
H 0.90 -3.92 0.70 0.233
H 3.93 -1.63 0.64 0.234
H 3.46 -0.44 1.86 0.233

---

Record 9
63
Properties=species:S:1:pos:R:3:nbo_charge:R:1 method="wB97M-V/def2-TZVPD" e_tot_ha=-4655.982474 multiplicity=1 e_homo_ev="-10.01 / -10.01" total_charge=+1 lumo_ha="-0.0999 / -0.0992" e_above_lowest_kj_mol=0.00
Ni -0.21 -0.48 -0.55 1.044
N 0.79 -0.19 -3.77 -0.789
C -0.44 0.22 -3.44 0.279
N -0.92 0.25 -2.21 -0.604
C -2.25 0.67 -2.21 0.120
C -2.76 0.98 -3.41 -0.426
S -1.56 0.76 -4.64 0.438
C -2.93 0.61 -0.92 0.082
C -4.19 0.97 -0.61 -0.416
S -4.53 0.57 1.03 0.421
C -2.92 -0.07 1.20 0.294
N -2.20 0.04 0.11 -0.609
N -2.51 -0.61 2.36 -0.783
H 1.47 -0.31 -3.02 0.438
H 1.10 -0.16 -4.72 0.416
H -3.76 1.29 -3.66 0.263
H -4.94 1.42 -1.24 0.253
H -3.11 -0.57 3.16 0.411
H -1.54 -0.86 2.53 0.449
O 2.40 -1.08 2.53 -0.940
S 1.03 -0.67 2.39 2.303
O 0.16 -0.93 3.52 -0.969
N 0.36 -1.31 1.06 -0.965
C 0.16 -2.70 1.10 0.138
C 0.55 -3.57 2.10 -0.239
C 0.25 -4.94 2.02 -0.168
C -0.42 -5.48 0.96 -0.211
C -0.80 -4.64 -0.11 -0.093
C -1.47 -5.09 -1.26 -0.110
C -1.79 -4.22 -2.26 -0.258
C -1.41 -2.87 -2.12 0.066
N -0.77 -2.42 -1.07 -0.538
C -0.48 -3.27 -0.04 0.200
C 1.05 1.11 2.23 -0.224
C 0.06 1.89 1.65 -0.252
C 0.14 3.28 1.76 -0.210
C 1.19 3.88 2.44 -0.201
C 2.16 3.09 3.03 -0.216
C 2.10 1.70 2.93 -0.217
H 1.08 -3.21 2.97 0.247
H 0.56 -5.58 2.84 0.227
H -0.65 -6.54 0.92 0.222
H -1.74 -6.14 -1.33 0.228
H -2.31 -4.54 -3.15 0.231
H -1.62 -2.16 -2.91 0.188
H -0.77 1.44 1.14 0.235
H -0.64 3.89 1.31 0.219
H 1.23 4.95 2.53 0.225
H 2.97 3.54 3.58 0.228
H 2.85 1.08 3.39 0.256
C 4.05 2.39 0.06 -0.409
N 2.82 2.79 -0.61 -0.337
C 2.43 4.08 -0.91 -0.056
C 1.23 4.02 -1.50 -0.063
N 0.89 2.68 -1.56 -0.521
C 1.86 1.93 -1.00 0.281
S 1.94 0.23 -0.82 -0.212
H 4.67 3.27 0.19 0.224
H 4.58 1.66 -0.56 0.232
H 3.82 1.94 1.02 0.243
H 3.06 4.93 -0.68 0.246
H 0.58 4.79 -1.89 0.245
H 0.03 2.28 -1.90 0.443

---

What did the second record say?
23
Properties=species:S:1:pos:R:3:nbo_charge:R:1 method="wB97M-V/def2-TZVPD" e_tot_ha=-366.981442 multiplicity=1 e_homo_ev=-15.13 total_charge=+1 lumo_ha=-0.0968 e_above_lowest_kj_mol=126.16
C 0.43 -0.71 1.64 -0.655
C -0.10 0.67 1.29 -0.208
N -0.85 0.72 -0.07 -0.530
C -2.18 -0.09 -0.11 -0.206
C -2.64 0.20 -1.56 -0.656
H 0.91 -0.72 2.58 0.250
H 1.23 -0.95 0.89 0.237
H -0.33 -1.47 1.74 0.227
H -0.95 1.02 1.88 0.200
H 0.68 1.50 1.32 0.242
H -0.08 0.41 -0.65 0.468
H -1.07 1.72 -0.24 0.427
H -2.78 0.31 0.70 0.227
H -1.88 -1.17 0.10 0.237
H -2.23 -0.45 -2.42 0.254
H -3.69 -0.02 -1.70 0.251
H -2.56 1.26 -1.75 0.215
H 3.91 -1.63 0.57 0.499
H 3.92 -1.59 -0.98 0.495
O 3.38 -1.33 -0.25 -0.965
H 2.45 1.41 -1.35 0.483
H 2.56 0.21 -0.54 0.506
O 1.88 0.70 -1.09 -0.998